[1]
ORCA calculation (ωB97M-V/def2-TZVPD) on C29H30F5N4O5PRuSSeTe as an isolated structure.

```
! RIJCOSX wB97M-V def2-TZVPD def2/J DEFGRID3
* xyz 2 1
Ru 0.0889 -0.3079 1.3325
O 5.7274 1.2452 -2.2506
C 5.2552 -0.0788 -2.3016
C 3.9546 -0.1565 -1.5547
C 3.2454 -1.3507 -1.4803
C 2.0687 -1.3916 -0.7637
N 1.5713 -0.3267 -0.1291
C 2.2172 0.8523 -0.2489
C 3.4136 0.9613 -0.9357
C 1.5115 2.0080 0.3477
C 1.8738 3.3272 0.1452
C 1.0495 4.3402 0.6166
C 1.3991 5.7844 0.3954
O 2.7204 5.8599 -0.0841
C -0.1293 3.9836 1.2631
C -0.4259 2.6493 1.4443
N 0.3920 1.6816 1.0189
H 6.5517 1.3148 -2.7423
H 5.9618 -0.7792 -1.8407
H 5.0846 -0.4122 -3.3316
H 3.6022 -2.2457 -1.9740
H 1.4864 -2.2993 -0.6877
H 3.9317 1.9054 -1.0073
H 2.7757 3.5870 -0.3876
H 1.2753 6.3277 1.3385
H 0.6843 6.2030 -0.3232
H 2.9445 6.7766 -0.2717
H -0.8190 4.7370 1.6214
H -1.3227 2.3156 1.9487
N -2.4572 -2.2552 -1.5835
C -2.4382 -1.6184 -0.4120
S -1.5721 -0.1216 -0.3426
N -3.1155 -2.1671 0.5911
C -3.3794 -1.6220 1.8896
C -3.1992 -2.4507 2.9856
C -3.5226 -1.9867 4.2517
C -4.0107 -0.6994 4.4144
C -4.1936 0.1188 3.3068
C -3.8910 -0.3416 2.0356
H -1.9600 -1.8406 -2.3540
H -3.0769 -3.0291 -1.7706
H -3.4794 -3.0993 0.4414
H -2.8218 -3.4580 2.8485
H -3.4028 -2.6382 5.1069
H -4.2811 -0.3425 5.3998
H -4.6114 1.1098 3.4280
H -4.0702 0.2758 1.1668
C -1.0788 -2.7634 7.1489
C -0.2487 -1.6555 6.5588
O -0.9256 -1.1897 5.3444
P -0.2829 -0.1429 4.3768
O -1.1478 0.0448 3.1741
Te 1.8365 -0.9758 3.3841
O 0.1083 1.1285 5.1846
C -0.8892 1.9091 5.9498
C -1.5750 2.9113 5.0593
H -0.6145 -3.1079 8.0726
H -1.1478 -3.6061 6.4623
H -2.0823 -2.4107 7.3834
H 0.7485 -2.0016 6.2782
H -0.1512 -0.8080 7.2374
H -0.3032 2.3775 6.7350
H -1.5946 1.2087 6.3982
H -0.8502 3.5889 4.6093
H -2.2668 3.4999 5.6628
H -2.1451 2.4097 4.2768
F 2.7592 -6.9128 -0.8671
C 2.2154 -5.9460 -0.1562
C 3.0245 -5.0720 0.5575
F 4.3396 -5.2072 0.5229
C 2.4456 -4.0539 1.2942
F 3.2458 -3.2144 1.9637
C 1.0725 -3.8849 1.3275
Se 0.1170 -2.5525 2.3276
C 0.2837 -4.7682 0.6112
F -1.0483 -4.6126 0.6301
C 0.8361 -5.7940 -0.1329
F 0.0612 -6.6146 -0.8214
*
```

Summary:
Largest force on an atom in eV/Å: 0.52
Kohn-Sham gap in eV: 6.39
ΔE to the lowest compared entry with this formula, charge and spin in kcal/mol: 0.0
Highest occupied orbital energy in eV: -12.98


[2]
ORCA calculation (ωB97M-V/def2-TZVPD) on C29H30FGeN2O3Pt as an isolated structure at a distorted geometry.

```
! RIJCOSX wB97M-V def2-TZVPD def2/J DEFGRID3
* xyz 1 1
Pt -0.0953 0.3841 -0.0041
C 0.4005 0.0587 4.2121
C 0.8623 0.1839 2.7869
O -0.1171 0.2228 1.9815
C 2.2463 0.2255 2.4467
C 3.1776 -0.0129 3.5044
C 4.5204 -0.0635 3.2940
C 5.0094 0.1281 1.9853
C 4.1625 0.3825 0.9466
C 2.7603 0.4672 1.1350
O 2.0342 0.7765 0.1046
H -0.6845 0.0902 4.2300
H 0.7960 0.8738 4.8186
H 0.7444 -0.8779 4.6523
H 2.8034 -0.1723 4.5045
H 5.2008 -0.2504 4.1119
H 6.0751 0.0733 1.8011
H 4.5335 0.5332 -0.0584
C 2.4279 2.7866 -3.0472
N 1.6148 1.8812 -2.2522
C 0.5054 1.3195 -2.7157
N 0.0882 1.5531 -3.9631
O -0.2198 0.5272 -2.0159
H 3.1356 3.2812 -2.3880
H 1.8067 3.5650 -3.4915
H 2.9830 2.2626 -3.8281
H 2.0239 1.4605 -1.4140
H 0.5750 2.1743 -4.5822
H -0.8396 1.2488 -4.2031
F 3.2659 -4.6167 -0.2269
C 2.1691 -3.8441 -0.2114
C 1.6903 -3.3537 -1.4132
C 0.5636 -2.5516 -1.3901
C -0.0719 -2.2467 -0.1819
C -1.2378 -1.3208 -0.1601
C 0.4382 -2.7731 1.0077
C 1.5654 -3.5768 1.0033
H 2.2003 -3.6066 -2.3321
H 0.1732 -2.1428 -2.3131
H -1.8945 -1.4154 0.7009
H -1.8087 -1.2708 -1.0839
H -0.0603 -2.5525 1.9444
H 1.9802 -3.9938 1.9102
Ge -2.2480 1.4509 0.1078
C -2.2039 2.5711 1.6837
C -3.4191 2.8908 2.2890
C -3.4618 3.7291 3.3952
C -2.2880 4.2606 3.9066
C -1.0720 3.9576 3.3085
C -1.0319 3.1191 2.2047
C -2.4660 2.4673 -1.5275
C -1.9429 3.7521 -1.6534
C -2.1187 4.4759 -2.8279
C -2.8331 3.9242 -3.8814
C -3.3702 2.6475 -3.7641
C -3.1790 1.9219 -2.5969
H -3.3866 0.4144 0.1771
H -4.3471 2.4799 1.9064
H -4.4114 3.9658 3.8568
H -2.3203 4.9141 4.7685
H -0.1559 4.3812 3.7005
H -0.0725 2.9024 1.7472
H -1.4058 4.2067 -0.8272
H -1.7193 5.4787 -2.9103
H -2.9888 4.4956 -4.7875
H -3.9508 2.2276 -4.5764
H -3.6139 0.9313 -2.5125
*
```

Summary:
Largest force on an atom in eV/Å: 1.03
Kohn-Sham gap in eV: 8.04
ΔE to the lowest compared entry with this formula, charge and spin in kcal/mol: 0.0
Highest occupied orbital energy in eV: -11.13


[3]
ORCA calculation (ωB97M-V/def2-TZVPD) on C29H30FInN4O9S3 as an isolated structure.

```
! RIJCOSX wB97M-V def2-TZVPD def2/J DEFGRID3
* xyz 0 1
In 0.3284 0.4479 0.1379
C 4.9742 -2.8654 4.5474
C 4.5996 -2.0715 3.3250
C 3.8683 -2.6502 2.2957
C 3.4952 -1.9182 1.1748
C 3.8674 -0.5882 1.0929
C 4.6028 0.0149 2.1065
C 4.9654 -0.7274 3.2141
S 3.3727 0.3884 -0.2925
O 4.5116 1.0783 -0.8402
O 2.6611 -0.5283 -1.1828
N 2.3009 1.3882 0.3490
C 2.2560 2.7578 -0.1741
C 0.8522 3.3578 -0.0220
O 0.7193 4.5654 -0.0334
O -0.1300 2.5082 0.0957
H 5.0040 -3.9324 4.3301
H 4.2468 -2.7103 5.3477
H 5.9506 -2.5658 4.9286
H 3.5782 -3.6921 2.3652
H 2.9036 -2.3709 0.3883
H 4.8947 1.0544 2.0150
H 5.5479 -0.2659 4.0035
H 2.5171 2.8182 -1.2364
H 2.9486 3.4173 0.3495
N -1.8625 0.3387 0.7219
S -2.8669 1.2074 -0.1676
C -4.4897 1.0395 0.5731
C -4.7192 0.1292 1.5915
C -5.9883 0.0410 2.1453
C -7.0083 0.8617 1.6832
C -6.7633 1.7799 0.6709
C -5.4974 1.8762 0.1144
C -3.1923 0.3460 -1.7027
C -3.7537 -0.9247 -1.7198
C -3.9487 -1.5601 -2.9337
C -3.5825 -0.9241 -4.1170
C -3.0163 0.3410 -4.0892
C -2.8151 0.9843 -2.8740
H -2.0432 -0.6638 0.6470
H -3.9063 -0.4824 1.9624
H -6.1806 -0.6648 2.9428
H -7.9954 0.7931 2.1209
H -7.5559 2.4278 0.3209
H -5.2925 2.5974 -0.6685
H -4.0472 -1.4115 -0.7967
H -4.3862 -2.5494 -2.9618
H -3.7384 -1.4241 -5.0643
H -2.7247 0.8280 -5.0103
H -2.3436 1.9574 -2.8284
C 1.1523 2.0371 3.2797
S 0.7762 0.3095 3.5384
C -0.9231 0.5170 4.0705
O 0.6745 -0.3506 2.1778
H 1.1472 2.5197 4.2572
H 0.4164 2.4904 2.6135
H 2.1421 2.0844 2.8297
H -0.9336 1.1487 4.9588
H -1.3092 -0.4709 4.3130
H -1.4914 0.9612 3.2532
F 3.8967 -1.4120 -5.2993
C 2.9047 -0.8745 -4.5918
C 1.9731 -1.6335 -4.0191
N 0.9334 -1.0774 -3.2915
C -0.0445 -1.9465 -2.6332
C 0.4255 -2.3230 -1.2155
O 1.1628 -3.2718 -1.0638
O -0.0693 -1.5557 -0.2895
C 0.9226 0.2460 -2.9990
O 0.1223 0.7620 -2.2013
N 1.8179 1.0162 -3.6826
C 2.8842 0.5799 -4.4777
O 3.6529 1.3508 -4.9914
H 1.9840 -2.7115 -4.0812
H -0.1485 -2.8438 -3.2393
H -0.9858 -1.4084 -2.5985
H 1.7983 2.0029 -3.4629
*
```

Summary:
Largest force on an atom in eV/Å: 0.39
Kohn-Sham gap in eV: 8.58
ΔE to the lowest compared entry with this formula, charge and spin in kcal/mol: 19.8
Highest occupied orbital energy in eV: -8.63


[4]
ORCA calculation (ωB97M-V/def2-TZVPD) on C29H30N5O2S2Zr as an isolated structure at a distorted geometry.

```
! RIJCOSX wB97M-V def2-TZVPD def2/J DEFGRID3
* xyz 3 1
Zr -0.0496 -1.0399 -0.1840
C -2.5298 -1.6193 3.6792
C -1.8433 -1.7398 2.3718
N -1.2971 -0.7755 1.7035
N -1.4466 0.5112 2.1923
C -0.9189 1.3712 1.3895
O -0.2550 0.9375 0.3029
C -0.9360 2.8415 1.5431
C -0.4165 3.6477 0.5183
C -0.5200 5.0374 0.5597
C -1.1160 5.6740 1.6444
C -1.5576 4.8691 2.6918
C -1.5016 3.4773 2.6529
C -1.7392 -3.0079 1.6498
C -2.2722 -4.1680 2.1443
C -2.0452 -5.3263 1.3802
C -1.3847 -5.2709 0.1642
C -0.9230 -4.0468 -0.2807
N -1.0846 -2.9380 0.4494
H -2.4151 -0.6157 4.0504
H -2.1309 -2.3750 4.3756
H -3.6171 -1.8411 3.5911
H 0.0558 3.2045 -0.3450
H -0.1226 5.6090 -0.2636
H -1.2856 6.7428 1.6958
H -2.0111 5.3374 3.5694
H -1.9394 2.9131 3.4602
H -2.7698 -4.2005 3.1030
H -2.4277 -6.2812 1.7217
H -1.2067 -6.1591 -0.4401
H -0.4030 -3.9188 -1.2133
C 2.1204 0.5887 4.8142
N 2.1604 -0.2718 3.6315
C 2.1323 0.0377 2.3584
S 2.0548 -1.3409 1.2539
N 2.2161 1.2529 1.8640
C 2.6349 2.4607 2.6030
H 1.7010 0.0214 5.6321
H 1.4922 1.4599 4.6594
H 3.1267 0.8872 5.0793
H 2.1582 -1.2685 3.8363
H 2.1022 1.3211 0.8572
H 3.4720 2.2451 3.2417
H 1.8031 2.8929 3.1519
H 2.9408 3.1919 1.8803
O -1.2696 -0.5820 -1.8198
S -0.6504 0.5281 -2.7270
C -1.0792 0.1721 -4.4315
C -0.5359 1.0478 -5.3900
C -0.5855 0.7056 -6.7278
C -1.2018 -0.4701 -7.1172
C -1.8017 -1.2912 -6.1599
C -1.7215 -1.0016 -4.8061
C 0.9997 -0.1301 -2.5746
C 1.1968 -1.5283 -2.6801
C 2.4709 -2.0210 -2.4008
C 3.4915 -1.1795 -1.9466
C 3.2583 0.1849 -1.8286
C 2.0092 0.7137 -2.1359
H -0.0608 1.9693 -5.1017
H -0.1660 1.3458 -7.4761
H -1.2471 -0.7128 -8.1754
H -2.3215 -2.1893 -6.4945
H -2.1687 -1.6704 -4.0683
H 0.4334 -2.1882 -3.0933
H 2.6534 -3.0916 -2.5103
H 4.4566 -1.5622 -1.6369
H 4.0132 0.8487 -1.4214
H 1.8218 1.7743 -2.0172
*
```

Summary:
Largest force on an atom in eV/Å: 2.32
Kohn-Sham gap in eV: 6.51
ΔE to the lowest compared entry with this formula, charge and spin in kcal/mol: 0.0
Highest occupied orbital energy in eV: -16.31


no.,LUMO (Ha)
1,-0.2423
2,-0.1134
3,-0.0018
4,-0.3601